The following is a quantum chemistry calculation of a cluster of 16 separate species, C82H212N16O25 in total, from OMol25.

Geometry as XYZ:
```
335
Properties=species:S:1:pos:R:3:forces:R:3:lowdin_charge:R:1
H -3.039 0.621 33.588 0.37 0.29 0.71 0.1373
H -1.045 9.419 31.863 -0.70 0.15 -0.65 0.0965
H 1.260 4.537 30.772 0.49 0.52 -0.10 0.1275
H -1.612 3.578 32.310 0.32 -0.11 -0.11 0.0664
H -1.503 5.698 31.007 0.24 -0.30 0.20 0.1359
H 1.075 2.823 44.672 0.65 0.39 0.20 0.0698
H 6.264 20.922 32.289 -0.38 0.15 0.21 0.0916
H 5.089 18.167 35.650 0.25 0.22 0.39 0.0877
H 2.061 13.842 45.240 0.43 0.13 -0.14 0.0881
H 1.768 -1.895 35.386 -0.02 0.47 0.34 0.0897
N 0.253 1.179 42.789 1.02 1.58 -0.22 0.0618
H 4.926 6.532 44.456 -0.62 -0.76 0.58 0.0871
H 8.392 10.877 39.920 0.18 -0.74 0.47 0.0836
H 2.017 9.489 42.714 0.25 -0.96 -0.02 0.1060
O 1.550 -0.251 36.663 -0.64 -0.67 -0.19 -0.1712
H 4.084 8.391 38.131 -0.50 -0.36 -0.30 0.1034
O 6.548 8.158 34.966 -0.34 -0.40 0.39 -0.2073
H 5.471 15.559 41.165 -0.13 -0.72 -0.08 0.1201
O 5.588 20.324 34.149 -0.81 0.09 -0.12 -0.1989
C -2.056 7.382 40.065 1.03 0.14 -0.01 -0.2018
H 3.456 13.362 46.255 -0.23 0.37 -0.18 0.0935
N 4.802 7.917 40.058 0.47 -0.30 0.09 -0.0520
C 3.205 3.353 35.448 0.04 0.08 0.85 -0.1141
H -4.486 2.745 41.350 0.02 -0.16 -0.59 0.0905
H 5.555 18.425 33.249 -0.36 -0.01 -0.04 0.1081
C -3.362 3.013 34.856 0.14 -0.47 0.40 -0.0960
H -0.415 2.210 45.165 -0.39 -0.28 -0.35 0.0728
O 5.146 7.202 42.598 -0.28 -0.12 -0.97 -0.2083
C 7.381 5.689 39.032 0.42 -1.27 -0.15 -0.1985
C 3.433 11.117 42.324 -0.44 0.97 0.18 -0.4281
H -4.420 9.705 37.285 0.59 0.55 0.22 0.1320
C 6.361 11.014 32.456 1.08 -0.63 -1.21 -0.1032
H 6.678 16.420 33.426 -0.02 0.10 -0.45 0.0971
C 5.562 6.342 43.607 1.46 1.99 1.37 -0.1189
H 1.942 10.054 39.941 -0.28 -0.01 0.18 0.0726
H -5.555 4.505 39.493 -0.35 0.63 0.76 0.1026
H -0.532 1.592 39.706 0.12 0.13 -0.43 0.0504
O 7.260 13.971 35.657 0.08 -0.70 -0.36 -0.2019
H 0.230 -1.888 36.262 0.31 0.45 0.14 0.0914
H 2.052 15.365 36.461 0.50 0.03 0.13 0.1207
H 5.642 13.936 45.640 0.15 -1.03 0.23 0.1154
H 8.138 10.991 38.279 -0.84 -0.58 -0.16 0.0811
C 0.165 9.292 37.084 -0.21 0.97 0.65 -0.1903
H 0.207 4.900 29.411 0.10 0.02 -0.31 0.1254
O -3.055 9.260 32.291 -1.86 0.97 1.00 -0.1867
H -3.928 2.344 38.276 0.12 -0.18 0.84 0.1340
H -6.068 6.117 37.996 -0.08 -0.41 -0.09 0.0746
H 5.143 10.726 30.076 -0.12 0.63 0.85 0.1308
N -0.506 0.752 32.497 0.64 -0.62 -0.06 -0.0479
H -1.876 5.638 42.742 -0.39 -0.50 0.08 0.0772
H 6.863 16.281 40.537 0.31 -0.82 0.08 0.1258
O 0.744 3.154 40.790 0.71 0.37 1.61 -0.2144
N 6.377 14.223 43.128 0.83 -1.02 -2.87 -0.0558
C 3.044 14.165 45.612 0.35 -0.97 -1.05 -0.0771
H 7.779 6.547 38.432 -0.49 -0.46 0.27 0.1151
H 5.487 15.747 34.557 0.92 0.25 0.10 0.1165
H 0.149 5.237 37.222 0.15 0.02 0.12 0.0753
H 8.962 5.840 42.770 -0.70 -0.47 0.34 0.0702
H 4.593 12.222 31.078 0.08 -0.29 -0.73 0.1268
H -5.348 6.986 40.428 -0.05 -0.04 0.25 0.1127
H 3.230 18.412 34.917 -0.07 0.08 -0.52 0.0624
H -5.104 7.932 33.268 -0.07 -0.25 -0.08 0.1247
C 6.124 18.389 35.373 0.05 -0.61 -1.00 -0.1876
C -3.359 9.658 36.959 0.13 -0.36 -0.57 -0.2060
C 0.026 2.922 44.466 -1.22 0.76 0.71 -0.0615
H 5.349 11.897 36.206 -0.09 0.10 -0.34 0.0861
H 1.195 11.483 31.024 0.58 0.12 -0.24 0.1146
C 1.006 10.055 40.523 -0.93 0.76 -0.92 -0.1006
H -1.269 3.222 30.770 -0.13 -0.07 -0.40 0.0828
N 0.770 17.605 35.983 -0.01 0.89 1.13 0.0322
H 3.384 15.560 35.263 0.11 -0.14 0.03 0.1095
C 2.452 17.992 34.264 -0.03 0.08 0.76 -0.0376
H 2.851 7.192 40.137 0.14 -0.51 0.43 0.1194
H 4.672 13.512 36.046 -0.18 0.67 0.73 0.0495
O -0.693 7.101 36.753 0.14 -0.91 -0.11 -0.1994
H -0.928 6.495 44.001 0.01 -0.39 -0.10 0.0879
H -1.933 11.815 33.783 -0.34 0.05 -0.54 0.0845
H -1.027 -0.705 33.988 -0.09 0.14 -0.55 0.1131
H 0.089 -3.812 30.263 -0.18 -0.06 -0.04 0.0839
C 3.613 7.553 40.845 -0.04 1.94 -1.26 -0.1772
H -3.266 1.631 40.664 -0.31 0.47 -0.11 0.0611
H 1.140 7.449 37.642 -0.09 0.08 0.07 0.1280
H 3.158 7.229 32.931 0.05 0.00 -0.12 0.0681
H -3.267 4.074 34.676 -0.21 0.31 -0.19 0.0679
H 1.375 -0.250 32.884 -0.14 -0.20 -0.09 0.1129
H -4.919 1.359 40.288 -0.55 -0.09 0.02 0.0700
H 1.679 10.966 43.519 0.07 0.17 0.37 0.1287
H 6.542 6.713 43.967 -0.21 -0.26 -0.39 0.0976
H 0.825 11.737 38.116 0.54 -0.19 -0.30 0.1186
C 1.302 -1.612 36.343 0.27 -0.78 0.02 -0.1119
C -3.285 8.512 35.991 0.00 0.47 -0.84 -0.2034
N 1.433 10.001 37.175 -0.61 -1.17 0.51 -0.0386
H 4.790 13.498 40.342 -0.20 0.05 0.14 0.0616
H 2.484 12.726 41.584 0.53 0.01 0.02 0.0868
H -0.130 0.620 34.602 -0.25 0.14 -0.23 0.0944
C 7.881 14.249 36.879 0.19 1.09 1.27 -0.1143
H -2.644 9.481 37.770 -0.31 0.20 0.24 0.1004
H 6.293 12.538 40.230 -0.12 0.15 0.31 0.0777
C 4.587 12.504 35.687 -0.06 -0.26 -0.02 -0.1025
C 1.328 11.405 37.171 -0.79 1.64 0.19 -0.2312
H -1.024 2.821 36.946 0.26 -0.22 0.13 0.0674
O -2.206 2.417 34.269 -0.41 -0.41 -0.25 -0.2289
H -2.264 3.521 39.731 0.69 -0.05 0.15 0.0474
H 8.569 15.140 34.515 0.03 0.02 0.12 0.1220
H 2.917 15.067 46.198 0.07 0.31 0.06 0.0775
H -3.315 2.886 35.953 -0.30 -0.13 -0.31 0.0653
C -0.920 0.382 33.858 0.34 0.71 0.57 -0.2169
C -1.465 6.585 43.046 -0.33 0.38 2.60 -0.1528
H 0.244 6.603 32.716 -0.41 -0.27 0.10 0.0821
H 5.668 16.145 43.722 0.08 1.13 -0.77 0.1128
H -2.240 12.042 37.812 0.13 -0.65 0.33 0.0774
H 1.546 3.840 39.075 0.26 0.17 -0.17 0.0591
H 10.432 6.484 42.145 -0.38 0.09 -0.21 0.0899
H 1.329 13.763 32.504 -0.44 0.45 -0.02 0.1201
C -0.148 5.577 32.718 -0.11 -0.01 0.17 -0.0736
H 4.219 5.637 41.620 0.07 0.17 -0.07 0.1190
H 8.888 14.660 36.755 0.13 0.05 -0.30 0.0840
N -3.310 6.991 40.629 -0.59 -0.14 0.89 -0.0720
C 0.520 5.257 30.395 -0.70 -0.14 -0.02 -0.2121
H 5.678 5.327 43.317 -0.24 -1.02 -0.31 0.0803
H 4.981 15.502 45.854 0.07 0.37 0.03 0.1162
C 2.682 16.090 35.912 0.35 0.66 0.82 -0.1972
H 4.900 15.624 37.226 -0.36 0.39 0.44 0.0788
O 3.294 11.953 35.821 -0.79 0.15 0.26 -0.1966
H 2.134 9.606 36.572 0.24 0.17 -0.69 0.0710
C 4.558 11.122 30.957 -0.84 -0.15 -0.78 -0.2182
H -3.963 12.261 37.340 0.21 -0.35 0.03 0.0840
H -2.021 7.038 38.992 0.47 0.55 0.61 0.1224
H -2.163 8.091 33.709 0.71 -0.19 -0.12 0.1037
O -5.080 4.328 37.512 -0.99 -0.18 0.81 -0.2074
H -0.634 -1.847 32.160 0.58 0.17 -0.30 0.1232
C 1.728 16.949 35.130 -0.48 -0.54 -1.00 -0.4528
C 5.995 9.274 38.397 -1.08 0.56 0.91 -0.1965
H -2.186 10.365 30.772 -0.11 0.00 0.77 0.0957
H 4.730 16.972 38.390 -0.59 -0.31 -0.34 0.1024
H 5.852 6.324 34.369 0.29 -0.40 -0.40 0.1164
O -2.932 10.808 36.184 -0.49 0.18 1.86 -0.2108
H 0.561 4.521 42.295 0.00 0.08 0.42 0.1122
N 6.883 17.141 35.421 -0.73 -0.69 0.23 -0.0535
C 3.994 6.657 41.975 0.27 -0.61 -0.17 -0.2147
H 0.669 4.873 32.924 -0.07 0.28 0.49 0.0862
H -4.347 2.627 34.471 0.98 0.23 0.19 0.1104
O -0.209 12.426 32.842 -0.04 0.82 -0.70 -0.1784
N 3.352 12.555 42.112 -0.80 0.52 -0.83 0.0631
H 3.507 15.608 38.335 0.05 0.05 0.37 0.0835
H 4.793 12.633 34.620 0.12 -0.64 0.05 0.0797
H 6.507 4.055 37.254 -0.07 -0.29 -0.06 0.1229
N 2.166 11.722 31.265 -0.68 -0.35 -0.82 -0.0718
H 3.311 11.559 37.858 0.09 0.16 -0.02 0.1116
H -2.253 7.301 43.290 -0.32 -0.07 -0.51 0.0880
H -4.202 9.670 34.616 -0.23 -0.04 0.06 0.1064
H 0.168 16.939 36.475 0.42 0.27 -0.18 0.0782
H 0.106 5.594 35.455 0.29 0.43 0.18 0.0708
H 0.702 -0.734 38.552 -0.25 -1.22 -0.23 0.1126
H 4.492 20.773 32.368 -0.01 -0.39 0.30 0.0851
H 8.536 8.483 35.126 -0.21 -0.33 0.18 0.0898
H -0.410 9.440 38.019 0.27 -0.14 -0.08 0.1009
H 7.073 15.489 44.579 1.04 0.47 0.41 0.1136
H -5.335 11.494 39.553 0.22 0.28 -0.04 0.0680
C 4.158 7.454 34.862 -0.16 0.88 0.27 -0.3887
C 0.908 -3.119 30.075 -0.24 1.05 -0.38 -0.1101
C 4.152 16.272 37.754 1.12 -0.65 -0.44 -0.1087
H -3.361 7.523 36.444 -0.45 0.03 0.26 0.1125
H 1.802 3.284 42.679 0.47 0.02 -0.57 0.1286
O 6.642 9.947 39.453 0.95 0.34 -0.15 -0.1979
C 0.132 -1.393 31.476 -1.30 -0.15 0.17 -0.2638
H 8.023 13.380 37.564 -0.58 0.20 -0.92 0.0831
C 7.983 10.267 39.114 0.35 0.53 -0.30 -0.1008
H 2.999 2.458 36.027 0.25 -0.50 0.24 0.0789
H 7.007 10.840 31.549 -0.46 -0.12 0.62 0.0958
C -6.120 10.916 40.031 -0.96 0.03 0.03 -0.1365
H -2.633 12.803 36.297 -0.30 -0.44 0.46 0.0881
C 5.380 21.050 32.952 0.88 -0.91 -0.61 -0.1114
H -0.367 0.545 43.213 -0.90 -0.79 0.42 0.0545
H 1.792 18.804 33.982 -0.31 0.06 0.08 0.0741
H 0.669 -2.466 29.193 0.03 -0.61 0.57 0.0983
H 3.179 8.491 41.225 -0.09 -0.26 0.28 0.0811
H 5.487 7.711 33.254 0.33 -0.17 -0.23 0.1281
H 2.406 4.028 35.732 -0.74 0.34 -0.63 0.0685
H 2.989 9.742 31.347 -0.15 0.16 -0.48 0.1085
H 0.618 11.825 36.414 0.64 -0.32 -0.09 0.1050
N -0.899 3.686 31.583 -0.55 -0.12 -0.02 0.0385
H 8.071 15.183 42.354 0.55 0.75 0.11 0.0936
C -6.075 5.307 37.242 1.22 1.22 -1.15 -0.1004
H 2.540 7.685 29.543 -0.29 0.20 0.06 0.0770
O 3.967 14.375 44.492 -1.01 -0.02 1.67 -0.2098
H 3.690 9.190 33.988 0.01 0.34 0.98 0.0672
H 5.414 11.018 43.055 0.79 0.61 0.14 0.0741
H -5.809 5.819 36.263 -0.38 -0.79 1.05 0.1005
H 3.506 5.732 33.825 0.19 -1.14 -0.39 0.0581
N 3.722 8.885 34.981 0.32 -0.89 -0.48 0.0762
H 6.756 10.383 33.257 -0.23 0.24 0.04 0.0796
H 0.690 2.848 37.444 -0.16 -0.26 -0.18 0.0590
C -4.499 7.587 40.093 -1.12 0.43 0.75 -0.2122
H 5.383 6.120 39.016 0.12 -0.12 0.01 0.0808
H -0.033 6.814 40.208 -0.09 -0.37 0.22 0.1039
C -5.356 3.720 38.798 0.88 -0.67 -0.90 -0.1915
H 2.377 5.993 29.062 0.59 -0.02 -0.11 0.0878
H 7.147 19.131 33.611 -0.52 -0.40 0.17 0.1353
H 9.035 7.573 42.251 -0.15 -0.56 0.06 0.0964
H -0.676 12.291 34.836 0.32 0.00 0.36 0.0572
H -1.122 2.787 42.507 -0.05 0.02 0.82 0.1347
C 0.466 7.848 36.866 0.83 0.21 -0.77 -0.2441
H -0.389 3.919 44.803 0.68 -0.87 -0.71 0.0927
H -0.516 9.698 36.309 0.39 -0.23 -0.11 0.1095
H -1.377 5.349 36.313 -0.43 -0.86 0.03 0.0742
H 3.213 13.077 42.968 0.29 -0.18 0.37 0.0463
H 0.702 9.030 40.763 0.27 0.03 0.39 0.0735
H 3.079 12.261 33.059 0.69 -0.13 0.10 0.0944
H 2.874 17.619 33.339 0.30 -0.42 -0.02 0.0731
C -0.925 6.646 40.834 0.20 0.47 -2.20 -0.2375
H -0.262 1.754 32.374 -0.36 -0.89 0.52 0.0776
H 7.295 15.011 37.426 0.31 -0.39 -0.08 0.0729
C -3.018 8.067 33.044 1.10 -0.88 -1.55 -0.2244
H -4.590 7.494 39.005 0.33 0.70 -0.31 0.0995
C -0.350 0.919 37.751 -0.17 -0.34 -1.64 -0.4188
H -2.088 8.653 30.590 0.21 -0.19 0.23 0.0841
C 7.272 14.600 41.955 -1.34 -1.32 0.56 -0.1498
N 5.974 5.309 38.806 0.71 0.99 0.71 -0.0530
O -5.901 9.543 39.862 1.09 -0.80 0.95 -0.2164
C -2.057 9.443 31.359 1.52 -0.62 -0.48 -0.1337
C -0.098 2.223 36.989 -0.47 0.56 1.32 -0.0363
H 1.753 -2.230 37.143 -0.23 0.00 -0.40 0.0913
O 3.388 16.971 36.808 -0.49 -0.43 -0.41 -0.2207
H -1.011 0.395 37.035 -0.04 -0.25 0.50 0.1271
H 5.490 8.309 40.711 -0.29 -0.13 -0.43 0.1036
H 2.759 10.539 29.706 0.69 -0.16 0.48 0.1200
H -1.264 5.600 40.759 0.62 -0.18 0.47 0.1029
H 6.982 6.687 40.901 0.54 -0.04 -0.06 0.1043
H 5.462 12.949 38.784 -0.20 0.11 -0.26 0.0747
H -7.054 4.863 37.182 -0.53 -0.16 -0.08 0.0780
H 4.069 9.711 39.249 -0.61 1.30 0.24 0.0736
H -2.252 8.522 35.590 -0.54 0.05 -0.12 0.0891
C 2.276 6.692 29.895 0.04 -0.30 -0.45 -0.1140
H 1.472 5.061 40.411 -0.17 -0.11 -0.35 0.0661
H 8.109 7.598 33.705 -0.21 -0.23 -0.06 0.0860
O 0.938 6.622 30.303 -0.46 -0.59 0.53 -0.1830
O 9.035 6.184 40.701 -0.70 -0.37 0.23 -0.1786
O 1.045 10.928 41.645 0.53 -0.49 -0.35 -0.1752
C 7.654 5.893 40.519 -0.49 0.58 -0.77 -0.2264
H 7.866 17.192 35.604 0.25 0.38 -0.12 0.1005
H 3.611 5.269 37.117 0.71 0.14 0.55 0.1154
H 6.562 12.083 32.666 -0.92 -0.24 0.24 0.0759
C 6.556 16.082 34.452 0.51 -0.23 1.07 -0.1764
H 4.468 9.427 35.435 -0.34 -0.17 -0.34 0.0624
C -0.860 11.784 33.896 0.06 -0.57 0.34 -0.1234
C 2.152 11.862 32.685 -0.55 -0.29 1.18 -0.2368
C 2.684 12.080 37.115 0.62 -0.32 -0.04 -0.1854
H 1.250 13.092 34.193 -0.18 0.08 -0.53 0.1135
C -2.252 0.987 34.303 0.09 0.20 -1.15 -0.2067
C 6.097 19.006 33.994 1.18 1.10 -0.75 -0.2519
C 6.166 15.268 44.081 -1.91 -1.15 -0.09 -0.2333
C 3.074 10.686 30.757 0.04 0.50 0.71 -0.1854
H 0.189 10.452 39.866 0.78 -0.23 0.45 0.0830
H 2.947 6.431 30.712 0.19 -0.21 0.05 0.0773
H -3.397 5.981 40.507 0.14 0.19 0.02 0.0833
H 5.856 9.967 37.588 -0.27 0.52 -0.71 0.0974
O -0.560 7.043 42.131 0.31 0.27 -1.69 -0.1674
H 1.606 0.615 38.480 0.99 1.03 0.39 0.1144
H -1.814 8.470 40.138 -0.65 -0.58 -0.17 0.1183
H 4.114 6.917 35.841 0.04 0.69 -0.47 0.1163
H 7.241 14.269 33.690 0.40 -0.27 -0.14 0.0993
C -4.217 2.162 40.445 1.02 0.03 0.25 -0.0525
N -4.366 8.732 34.979 1.26 0.16 1.62 -0.0269
O 4.406 3.975 35.797 0.85 -0.17 0.28 -0.2026
C 0.825 3.463 42.229 -0.73 -0.35 -1.10 -0.1805
C 4.438 10.767 43.402 -0.82 -1.00 -0.85 -0.0255
H 0.342 1.015 41.802 -0.03 -0.36 -0.29 0.0464
C 6.477 15.270 40.814 0.71 1.52 -0.47 -0.2113
C 2.048 10.551 42.585 -0.80 0.67 0.70 -0.1996
H -4.210 6.795 34.260 0.14 -0.29 0.14 0.1064
H 0.141 1.983 35.982 0.54 0.00 -0.75 0.0466
O 6.456 14.522 39.595 -0.45 0.40 1.10 -0.2235
H -0.581 10.719 33.960 0.10 0.19 0.24 0.0880
H -6.239 11.231 41.085 0.25 -0.25 -0.24 0.0902
H 8.560 9.350 38.852 -0.17 0.55 0.52 0.0982
H 1.800 -3.678 29.837 0.29 -0.14 0.12 0.0785
H -1.383 0.248 39.429 0.00 -0.38 -0.30 0.0776
H 3.796 10.669 41.404 0.26 -0.07 -0.36 0.1144
H 7.319 4.979 40.996 0.31 -0.42 0.51 0.1179
C -0.387 5.748 36.422 -0.99 0.50 0.00 -0.0746
H 1.004 7.807 35.905 0.24 -0.18 0.13 0.1151
O 5.034 10.586 32.173 0.59 0.19 0.39 -0.2283
H 5.279 22.089 33.183 0.02 0.64 0.40 0.0729
C 5.697 13.339 39.771 0.57 -0.61 -0.56 -0.1022
C 9.334 6.525 42.033 1.34 1.10 -0.36 -0.1241
C -4.218 7.818 33.902 -1.14 0.47 -1.54 -0.2350
H 7.754 13.676 41.553 -0.46 0.57 0.28 0.1155
H 7.918 4.753 38.698 0.05 1.12 0.34 0.1314
H -0.974 5.408 33.428 0.48 0.37 0.14 0.0725
N -3.004 3.970 39.221 0.21 0.06 0.71 0.0801
H -2.462 0.672 35.323 -0.22 -0.22 0.16 0.1053
H -6.181 2.981 38.779 0.04 0.49 -0.30 0.1359
C 4.394 4.473 37.134 -0.38 -0.31 -0.92 -0.2145
H 4.234 11.041 44.431 -0.15 0.49 0.00 0.0828
H -7.087 11.111 39.536 0.46 0.14 0.10 0.0940
H -4.914 9.148 41.705 -0.06 -0.50 -0.63 0.1277
H 3.266 3.074 34.413 -0.31 0.18 -0.52 0.0916
H 8.141 6.740 35.269 -0.51 0.15 0.04 0.0861
H 2.701 3.826 40.487 -0.18 -0.23 -0.39 0.0943
C 4.613 8.856 38.947 1.74 -1.42 -0.08 -0.1599
C 3.186 6.739 33.903 -0.12 1.06 1.09 -0.0442
C 7.518 14.838 34.577 -1.65 0.74 -0.10 -0.1940
H 6.552 19.197 35.963 0.02 -0.46 0.66 0.1287
N -1.061 1.095 38.987 -0.11 0.66 0.93 0.0702
C -0.144 2.587 42.993 -0.17 -0.32 -0.60 -0.4353
H 6.638 8.504 37.999 -0.07 -0.87 0.06 0.0997
H -2.650 4.088 38.285 0.05 0.31 -0.18 0.0579
H 3.209 6.568 42.718 -0.50 0.04 0.14 0.1233
H 6.032 5.685 36.681 0.29 -0.66 0.79 0.1229
H 1.321 18.125 36.690 -0.72 -0.37 -0.35 0.0889
C 7.867 7.683 34.771 0.63 0.92 -0.33 -0.1182
H 2.170 6.753 34.328 0.37 0.02 -0.18 0.0597
C 1.106 12.891 33.108 0.36 -1.16 0.55 -0.1939
C 0.652 -0.094 32.069 -0.29 1.15 -0.67 -0.1934
H 4.031 3.716 37.819 -0.03 -0.45 0.31 0.1111
H -2.911 7.259 32.283 0.12 -0.03 0.66 0.1228
C -4.072 2.995 39.176 -0.97 -0.39 -1.17 -0.4533
C 5.826 4.873 37.461 -1.17 1.42 -1.72 -0.2283
H 1.187 0.456 31.256 -0.30 -0.37 0.65 0.1288
O 1.165 -2.299 31.203 0.44 -0.21 -0.19 -0.1919
H -3.838 9.654 40.369 -0.84 -0.34 0.12 0.1171
C -2.952 11.992 36.994 -0.05 1.00 -1.88 -0.0976
C 5.191 14.743 45.098 0.15 0.68 0.32 -0.2606
H 1.954 10.880 33.186 0.22 0.49 0.04 0.1308
C 0.918 0.074 37.877 -0.33 0.99 0.40 -0.2207
H 4.394 9.702 43.326 0.39 -1.14 0.60 0.0531
C -4.755 9.036 40.608 0.41 0.52 -1.40 -0.1720
C 5.575 7.369 34.291 -0.39 -0.23 0.17 -0.2068
H 5.521 13.853 42.649 0.60 0.59 1.26 0.0894
H 1.141 16.218 34.562 0.12 0.24 -0.56 0.1334
H -0.441 -1.164 30.554 0.34 0.08 0.28 0.1197
C 1.670 4.013 40.136 0.03 0.00 0.55 -0.0980
H 2.604 13.126 37.432 0.05 0.09 -0.23 0.1084
C -0.638 5.104 31.372 0.26 0.73 -0.18 -0.4448
```
Positions in Å, forces in eV/Å.

Output
- strongest force on any atom (hartree/bohr) = 0.0615
- gap between HOMO and LUMO (eV) = 8.82
- relative energy (zero: lowest compared OMol25 entry of this formula, charge and spin) (kcal/mol) = 28.2
- E_tot (a.u.) = -6007.93944